No. 1
# C4H9NOS

C4H9NOS in the gas phase in a non-equilibrium geometry (ωB97M-V with the def2-TZVPD basis set, the OMol25 dataset).

Results
SMILES string: C=NSCOCC
Orbital gap in eV: 9.9
Lowest unoccupied orbital energy in eV: 1.0
Highest occupied orbital energy in eV: -8.9
Energy above the lowest of the compared OMol25 structures with the same formula, charge and spin in kcal per mole: 61.2

Structure (XYZ):
```
16
Properties=species:S:1:pos:R:3:lowdin_charge:R:1
C 1.02562 -2.38584 -1.82675 -0.082
C 1.84149 -1.18541 -1.34204 -0.270
C 0.05364 0.28027 -0.81498 -0.570
C -1.85165 0.72062 2.63593 -0.177
H 0.42886 -2.10718 -2.71646 0.076
H 1.78011 -3.07767 -2.25117 0.084
H 0.38632 -2.76578 -1.04149 0.077
H 2.17129 -0.61060 -2.22354 0.117
H 2.73931 -1.51439 -0.82664 0.115
H -0.67483 -0.45488 -1.01366 0.061
H 0.18952 0.94570 -1.74774 0.111
H -1.80592 1.76941 3.02057 0.070
H -2.31019 -0.04839 3.28504 0.068
N -1.43644 0.34692 1.49380 -0.353
O 1.26185 -0.25674 -0.42567 -0.216
S -0.58492 1.43197 0.40943 0.888
```

No. 2
# C4H9NOS

A molecular structure, C4H9NOS in a non-equilibrium geometry (ωB97M-V with the def2-TZVPD basis set, the OMol25 dataset).

Results
Orbital gap in eV: 9.6
Lowest unoccupied orbital energy in eV: 0.9
Highest occupied orbital energy in eV: -8.7
Energy above the lowest of the compared OMol25 structures with the same formula, charge and spin in kcal per mole: 60.0

Structure (XYZ):
```
16
Properties=species:S:1:pos:R:3:lowdin_charge:R:1
C -1.32037 -1.85137 -0.61237 -0.144
C -0.05748 -0.47797 0.74514 -0.706
C 1.31592 -0.34824 1.26432 -0.118
C 0.37738 2.69740 -1.24169 -0.209
H -2.06329 -1.02838 -0.94034 0.096
H -1.24149 -2.47436 -1.41284 0.047
H -1.78625 -2.39975 0.27146 0.112
H -0.77173 -0.75853 1.52184 0.101
H 2.03692 -0.16764 0.46508 0.078
H 1.47514 0.42270 2.05933 0.096
H 1.60508 -1.31209 1.70569 0.085
H 1.17421 3.05659 -1.93276 0.077
H -0.47153 3.38338 -0.95266 0.070
N 0.51106 1.51432 -0.84649 -0.310
O -0.03557 -1.38031 -0.34489 -0.190
S -0.74802 1.12424 0.25118 0.916
```

No. 3
# C4H9NOS

2 unconnected molecules or ions with the total composition C4H9NOS in a non-equilibrium geometry (ωB97M-V with the def2-TZVPD basis set, the OMol25 dataset).

Results
Orbital gap in eV: 10.0
Lowest unoccupied orbital energy in eV: 0.1
Highest occupied orbital energy in eV: -9.9
Energy above the lowest of the compared OMol25 structures with the same formula, charge and spin in kcal per mole: 84.9

Structure (XYZ):
```
16
Properties=species:S:1:pos:R:3:lowdin_charge:R:1
C -0.93187 -0.93696 -0.78315 -0.148
C 0.42235 -0.20195 1.37734 -0.067
C 0.77530 0.91444 -0.86663 -0.090
C 0.27242 -0.26471 -0.11127 -0.488
N 1.74669 -1.59518 -0.41048 -0.249
O 2.13312 -3.24433 -2.20623 -0.520
S 1.30852 -2.12089 -1.78030 0.811
H -1.00226 -0.61967 -1.84634 0.071
H -0.80345 -2.01591 -0.62183 0.043
H -1.93867 -0.71821 -0.20873 0.126
H 1.19849 0.34378 1.77630 0.055
H 0.50625 -1.29173 1.67315 0.106
H -0.52046 0.21101 1.74241 0.090
H 0.52667 0.88387 -1.97055 0.102
H 0.37386 1.79019 -0.35509 0.095
H 1.81506 0.90245 -0.72804 0.060
```

No. 4
# C4H9NOS

2 unconnected molecules or ions with the total composition C4H9NOS in a non-equilibrium geometry (ωB97M-V with the def2-TZVPD basis set, the OMol25 dataset).

Results
Orbital gap in eV: 8.3
Lowest unoccupied orbital energy in eV: 0.7
Highest occupied orbital energy in eV: -7.6
Energy above the lowest of the compared OMol25 structures with the same formula, charge and spin in kcal per mole: 70.1

Structure (XYZ):
```
16
Properties=species:S:1:pos:R:3:lowdin_charge:R:1
C 1.69513 -0.06050 -0.12856 -0.403
C -0.63300 -2.02325 -0.07250 -0.177
C -0.92703 1.88077 0.77896 -0.363
C -0.37043 -0.69788 0.50374 -0.506
N 1.38710 0.24424 -1.36093 0.100
O 2.69608 -0.17387 0.51883 0.061
S -1.34011 0.52084 -0.33014 0.851
H -1.63392 -1.95195 -0.45023 0.041
H 0.03243 -2.11496 -0.92164 0.068
H -0.46402 -2.87940 0.61554 0.097
H -0.14246 1.53632 1.33550 -0.015
H -1.84542 2.19473 1.30330 0.043
H -0.51704 2.75423 0.13889 0.075
H -0.29321 -0.52989 1.49706 0.029
H 0.40346 0.50913 -1.45069 -0.010
H 1.95244 0.79143 -1.97715 0.111
```

No. 5
# C4H9NOS

3 unconnected molecules or ions with the total composition C4H9NOS in a non-equilibrium geometry (ωB97M-V with the def2-TZVPD basis set, the OMol25 dataset).

Results
Orbital gap in eV: 4.0
Lowest unoccupied orbital energy in eV: -4.1
Highest occupied orbital energy in eV: -8.1
Energy above the lowest of the compared OMol25 structures with the same formula, charge and spin in kcal per mole: 232.6

Structure (XYZ):
```
16
Properties=species:S:1:pos:R:3:lowdin_charge:R:1
O 0.28103 2.13320 1.42143 -0.023
C -0.67420 1.27819 1.51859 -0.277
C -0.71397 -0.04210 1.51480 -0.106
C 2.08811 0.47704 -0.50758 -0.007
C 1.37580 0.08896 -1.54169 -0.103
S -0.88612 -2.25459 -1.92649 0.219
N -1.78394 -0.76841 0.92383 0.053
H -1.74960 1.88682 1.57612 0.175
H 0.10935 -0.62310 1.84542 0.118
H 3.18994 0.35699 -0.65979 0.093
H 1.40538 1.00030 0.29688 0.060
H 1.27382 -0.81578 -2.09295 -0.022
H 0.85071 0.88858 -2.07153 0.086
H -0.88663 -0.92460 -2.12393 -0.330
H -2.41346 -1.18051 1.57505 0.093
H -1.46624 -1.50100 0.25185 -0.031
```

No. 6
# C4H9NOS2

C4H9NOS2 in the gas phase in a non-equilibrium geometry (ωB97M-V with the def2-TZVPD basis set, the OMol25 dataset).

Results
SMILES string: CCCSC(=S)NO
Orbital gap in eV: 9.3
Lowest unoccupied orbital energy in eV: 0.3
Highest occupied orbital energy in eV: -9.0
Energy above the lowest of the compared OMol25 structures with the same formula, charge and spin in kcal per mole: 51.6

Structure (XYZ):
```
17
Properties=species:S:1:pos:R:3:lowdin_charge:R:1
C 3.57747 -0.74562 -0.07032 -0.102
C 2.37016 -0.01608 0.59353 -0.316
C 1.50796 0.74626 -0.47050 -0.582
C -1.04737 0.10841 -0.05418 -1.076
H 3.91260 -1.54552 0.61594 0.079
H 4.31598 0.03063 -0.19955 0.062
H 3.22603 -1.19065 -1.00644 0.071
H 2.75951 0.58546 1.37601 0.084
H 1.73987 -0.81223 1.02229 0.052
H 2.14070 1.52576 -0.99421 0.097
H 1.27622 0.04415 -1.28741 0.049
H -2.66101 1.29910 -0.42913 0.139
H -2.91177 -1.25081 0.25126 0.040
N -2.32671 0.51360 0.11122 -0.160
O -3.37253 -0.38800 0.10322 -0.052
S 0.01551 1.50454 0.05493 0.925
S -0.57677 -1.48797 -0.11395 0.690
```

No. 7
# C4H9NOS2

A molecular structure, C4H9NOS2 in a non-equilibrium geometry (ωB97M-V with the def2-TZVPD basis set, the OMol25 dataset).

Results
Net charge: +1
Orbital gap (alpha / beta) in eV: 5.4 / 5.4
Lowest unoccupied orbital energy (alpha / beta) in eV: -7.4 / -7.8
⟨S²⟩: 1.7584
Highest occupied orbital energy (alpha / beta) in eV: -12.9 / -13.2
Multiplicity: 2
Energy above the lowest of the compared OMol25 structures with the same formula, charge and spin in kcal per mole: 189.3

Structure (XYZ):
```
17
Properties=species:S:1:pos:R:3:lowdin_charge:R:1
S -0.85078 0.78374 -3.15977 0.472
S 1.63271 1.77302 1.01845 0.806
C 1.12827 0.91675 -0.48872 -0.576
C -0.17994 0.13731 -0.15885 -0.267
C -0.33010 -0.61432 1.18011 -0.474
N 0.24414 -2.05575 1.09988 0.249
C -0.78399 -2.95352 1.68886 0.095
O -1.55202 -0.62291 1.68286 0.108
H 0.20932 0.26286 -3.80290 -0.245
H 1.95145 0.35652 -0.95581 0.095
H 0.85179 1.76266 -1.16362 0.051
H -0.94075 0.90894 -0.08538 0.117
H -0.48925 -0.42884 -0.99248 0.023
H 0.37941 -0.03378 1.80994 0.110
H -1.64461 -2.71336 2.30651 0.123
H -0.82455 -2.72586 0.55720 0.187
H -0.30192 -3.84115 2.09723 0.127
```